(1)
The following is a quantum chemistry calculation of a structure of composition C19H42P2RuSi in a non-equilibrium geometry, from the OMol25 dataset.

ORCA input file:
```
! RIJCOSX wB97M-V def2-TZVPD def2/J DEFGRID3
* xyz 2 5
P 2.633 1.673 1.421
P 2.709 -0.897 -1.504
C 3.755 0.393 0.797
C 3.828 0.333 -0.737
H 3.555 -0.591 1.255
H 4.745 0.695 1.183
H 3.665 1.317 -1.204
H 4.854 0.035 -1.011
C 3.582 -2.444 -1.102
H 2.991 -3.303 -1.443
H 3.729 -2.520 -0.017
H 4.558 -2.450 -1.600
C 2.848 -0.695 -3.292
H 3.838 -1.056 -3.603
H 2.747 0.358 -3.583
H 2.081 -1.293 -3.803
C 2.936 1.793 3.243
H 2.130 2.384 3.706
H 3.887 2.296 3.458
H 2.942 0.800 3.710
C 3.539 3.205 0.917
H 3.818 3.164 -0.146
H 4.456 3.301 1.510
H 2.917 4.095 1.083
Ru -3.489 0.740 -0.762
C 1.114 -1.254 -0.973
C 0.718 -1.770 0.349
C 0.890 -1.118 1.633
C 0.143 0.226 1.901
C 0.865 1.529 1.590
C 1.241 2.026 0.228
C 0.880 1.426 -1.122
C 0.231 0.050 -1.279
C -2.870 1.350 1.055
H 0.762 -2.025 -1.693
H 0.228 -2.748 0.323
H 1.945 -0.991 1.923
H 0.493 -1.838 2.377
H -0.838 0.223 1.408
H -0.092 0.238 2.982
H 0.506 2.333 2.251
H 1.166 3.124 0.143
H 1.761 1.489 -1.781
H 0.177 2.151 -1.566
H -0.704 0.009 -0.705
H -0.115 -0.033 -2.323
H -3.680 2.067 1.300
H -1.922 1.910 0.955
H -2.828 0.566 1.825
C -5.569 0.176 -1.669
Si -4.852 -1.167 -0.522
C -5.630 -1.046 1.171
C -5.211 -2.838 -1.312
C -2.888 -1.070 -0.481
H -6.505 0.525 -1.227
H -5.714 -0.265 -2.661
H -4.905 1.090 -1.826
H -6.720 -0.924 1.056
H -5.427 -1.983 1.713
H -5.231 -0.197 1.745
H -4.908 -2.852 -2.369
H -4.647 -3.607 -0.766
H -6.285 -3.068 -1.250
H -2.443 -1.464 0.453
H -2.390 -1.581 -1.332
*
```

For the HOMO energy (alpha / beta), the calculation gives -11.619 / -11.627 eV. Its strongest force on any atom is 4.218 eV/Å. The total energy is -49398.684 eV. The calculation puts the HOMO-LUMO gap (alpha / beta) at 5.047 / 3.712 eV. The energy above the lowest of the compared OMol25 structures with the same formula, charge and spin comes out at 0.00 kJ/mol.

(2)
The following is a quantum chemistry calculation of a structure of composition C19H43CoP3SSe in a non-equilibrium geometry, from the OMol25 dataset.

ORCA input file:
```
! RIJCOSX wB97M-V def2-TZVPD def2/J DEFGRID3
* xyz 3 5
Co 0.396 -0.387 -0.968
P -1.037 -0.448 1.372
P 1.280 -2.206 -0.629
P -1.467 -0.638 -1.787
H 1.266 2.330 -1.047
C 0.187 2.220 -0.981
C -0.520 2.249 0.200
H -0.018 2.426 1.132
C -0.451 0.227 2.956
C -1.314 -2.190 1.918
C -2.807 0.101 1.473
C 2.561 -2.187 -1.930
C 2.219 -2.732 0.820
C 0.333 -3.713 -1.039
C -2.687 0.703 -2.002
C -2.645 -2.007 -1.406
C -1.052 -1.066 -3.519
H -0.357 2.175 -1.947
H -1.619 2.176 0.140
H -0.005 1.222 2.863
H 0.291 -0.429 3.430
H -1.301 0.316 3.659
H -0.367 -2.704 2.089
H -1.878 -2.751 1.164
H -1.894 -2.244 2.861
H -2.932 1.134 1.151
H -3.175 0.037 2.511
H -3.463 -0.521 0.866
H 3.180 -3.073 -1.784
H 3.166 -1.279 -1.820
H 2.045 -2.206 -2.889
H 2.496 -3.760 0.599
H 1.631 -2.715 1.751
H 3.127 -2.135 0.926
H 1.051 -4.543 -1.046
H -0.124 -3.628 -2.030
H -0.431 -3.921 -0.274
H -3.333 0.386 -2.834
H -2.202 1.649 -2.254
H -3.293 0.863 -1.104
H -3.358 -2.097 -2.245
H -3.206 -1.822 -0.479
H -2.113 -2.959 -1.299
H -1.970 -1.067 -4.124
H -0.565 -2.060 -3.529
H -0.312 -0.337 -3.914
C 2.024 2.357 -4.655
C 1.488 3.510 -4.100
C 1.541 4.722 -4.790
C 2.129 4.814 -6.053
C 2.634 3.641 -6.636
C 2.582 2.408 -5.964
Se 1.938 0.741 -3.532
H 0.946 0.496 -2.155
H 1.024 3.431 -3.133
H 1.108 5.599 -4.329
H 2.179 5.785 -6.571
H 3.069 3.717 -7.653
H 2.957 1.519 -6.474
C 2.657 2.361 1.307
S 2.393 0.619 1.001
C 2.824 0.039 2.651
H 2.040 2.977 0.661
H 3.712 2.514 1.068
H 2.448 2.599 2.351
H 2.461 0.746 3.423
H 2.418 -0.967 2.840
H 3.929 -0.009 2.685
*
```

For the HOMO energy (alpha / beta), the calculation gives -16.955 / -17.109 eV. Its strongest force on any atom is 5.988 eV/Å. The total energy is -162044.312 eV. The calculation puts the HOMO-LUMO gap (alpha / beta) at 6.216 / 4.747 eV.

(3)
The following is a quantum chemistry calculation of a structure of composition C19H43IrOP3S in a non-equilibrium geometry, from the OMol25 dataset.

ORCA input file:
```
! RIJCOSX wB97M-V def2-TZVPD def2/J DEFGRID3
* xyz 3 5
Ir 0.454 0.097 1.365
P -0.254 1.996 2.068
P -1.685 -0.525 0.619
P 2.460 1.229 1.009
H 1.916 -2.813 -2.496
C 2.050 -1.772 -2.233
C 0.748 -1.191 -1.777
H 0.048 -2.031 -1.755
C -0.676 3.293 0.860
C -1.785 1.960 3.119
C 0.835 2.788 3.330
C -1.736 -2.172 -0.294
C -3.052 -0.750 1.783
C -2.423 0.612 -0.616
C 3.505 0.549 -0.301
C 3.592 1.031 2.451
C 2.560 2.971 0.360
H 2.735 -1.653 -1.407
H 0.724 -0.685 -0.794
H -1.264 4.086 1.343
H -1.254 2.870 0.032
H 0.215 3.758 0.434
H -1.786 2.838 3.790
H -1.795 1.052 3.743
H -2.692 1.993 2.495
H 0.280 3.583 3.838
H 1.739 3.230 2.910
H 1.119 2.053 4.086
H -2.593 -2.770 0.072
H -0.794 -2.735 -0.106
H -1.843 -1.958 -1.382
H -3.653 0.161 1.812
H -2.669 -0.959 2.780
H -3.674 -1.598 1.477
H -3.006 0.042 -1.359
H -1.640 1.144 -1.174
H -3.085 1.317 -0.082
H 4.488 1.006 -0.181
H 3.138 0.753 -1.310
H 3.605 -0.519 -0.136
H 4.394 1.778 2.429
H 4.065 0.045 2.387
H 3.086 1.106 3.416
H 3.600 3.134 0.039
H 2.273 3.760 1.069
H 1.928 2.992 -0.540
C -0.739 -0.400 -4.134
C -1.305 0.655 -4.896
C -2.178 0.398 -5.928
C -2.511 -0.944 -6.226
C -2.020 -1.987 -5.439
C -1.149 -1.704 -4.371
S 0.572 0.077 -3.132
H 2.308 -1.197 -3.158
H -0.952 1.656 -4.720
H -2.596 1.202 -6.521
H -3.271 -1.122 -6.994
H -2.263 -3.041 -5.703
H -0.733 -2.521 -3.801
C 0.688 -3.472 3.765
C -0.025 -2.565 2.783
O 0.925 -1.912 1.863
H 1.355 -4.190 3.273
H -0.099 -4.011 4.294
H 1.245 -2.896 4.510
H -0.675 -3.117 2.091
H -0.599 -1.762 3.279
H 1.825 -2.243 1.991
*
```

For the HOMO energy (alpha / beta), the calculation gives -13.575 / -17.852 eV. Its strongest force on any atom is 4.682 eV/Å. The total energy is -63957.593 eV. The calculation puts the HOMO-LUMO gap (alpha / beta) at 4.754 / 6.194 eV. The energy above the lowest of the compared OMol25 structures with the same formula, charge and spin comes out at 109.99 kJ/mol.

(4)
The following is a quantum chemistry calculation of a structure of composition C19H43N2O3P2Ti in a non-equilibrium geometry, from the OMol25 dataset.

ORCA input file:
```
! RIJCOSX wB97M-V def2-TZVPD def2/J DEFGRID3
* xyz 3 1
Ti 0.109 -0.047 0.066
P 0.113 -2.147 -1.181
P 0.350 2.293 0.731
N 1.408 0.560 -1.594
C 1.711 -1.860 -2.070
H 2.397 -2.684 -1.824
H 1.499 -1.934 -3.147
C 2.415 -0.526 -1.787
H 3.055 -0.561 -0.891
H 3.051 -0.233 -2.642
C 2.009 1.942 -1.547
H 1.436 2.590 -2.237
H 3.035 1.871 -1.939
C 1.991 2.486 -0.113
H 2.270 3.548 -0.114
H 2.752 1.946 0.474
C 0.501 2.773 2.499
C 0.704 1.538 3.387
H 1.717 1.120 3.303
H -0.033 0.751 3.156
H 0.546 1.827 4.437
C -0.751 3.482 -0.126
C -2.224 3.263 0.265
H -2.843 3.353 -0.640
H -2.576 4.013 0.990
H -2.413 2.258 0.680
C -1.181 -2.555 -2.410
C -2.459 -3.109 -1.759
H -3.293 -2.961 -2.461
H -2.717 -2.564 -0.835
H -2.406 -4.187 -1.543
C 0.390 -3.609 -0.102
C -0.732 -3.783 0.928
H -0.376 -4.480 1.700
H -1.635 -4.220 0.475
H -1.017 -2.846 1.428
C -1.589 -0.299 0.970
C -0.221 4.920 0.031
H 0.629 5.016 0.727
H 0.122 5.279 -0.950
H -1.016 5.605 0.360
C -0.641 -3.377 -3.597
H -1.371 -4.132 -3.917
H -0.498 -2.701 -4.456
H 0.322 -3.879 -3.403
C 0.618 -4.877 -0.915
H 0.826 -5.689 -0.206
H -0.263 -5.165 -1.507
H 1.484 -4.788 -1.584
C -0.695 3.565 3.030
H -1.621 2.984 2.926
H -0.533 3.734 4.102
H -0.823 4.544 2.553
H 1.418 3.382 2.527
H 1.323 -3.368 0.438
H -0.657 3.204 -1.186
H -1.431 -1.551 -2.786
O -2.638 -0.455 1.489
H 0.797 0.542 -2.412
H -1.010 0.461 -1.028
N 2.563 -2.517 4.200
C 2.891 -1.786 2.953
C 1.553 -1.423 2.364
O 0.541 -1.764 2.974
O 1.595 -0.747 1.249
H 2.003 -1.897 4.797
H 3.374 -2.840 4.732
H 1.985 -3.328 3.955
H 3.487 -0.898 3.180
H 3.479 -2.417 2.285
*
```

For the HOMO energy, the calculation gives -18.314 eV. Its strongest force on any atom is 11.008 eV/Å. The total energy is -71190.385 eV. The calculation puts the HOMO-LUMO gap at 6.667 eV. The energy above the lowest of the compared OMol25 structures with the same formula, charge and spin comes out at 0.00 kJ/mol.

(5)
The following is a quantum chemistry calculation of a cluster of 3 separate species, C19H43O12P2S in total in a non-equilibrium geometry, from the OMol25 dataset.

ORCA input file:
```
! RIJCOSX wB97M-V def2-TZVPD def2/J DEFGRID3
* xyz 1 1
C 6.581 5.682 3.887
C 5.750 4.440 3.639
O 6.197 3.334 3.786
O 4.446 4.664 3.272
C 3.612 3.548 3.543
C 2.141 3.909 3.319
C 1.358 2.678 3.818
S -0.341 2.702 3.186
C -0.863 0.984 3.360
C -2.337 0.813 3.024
O -3.006 1.677 2.535
P -1.460 3.852 4.621
P -2.373 5.450 3.451
O -3.325 6.202 4.268
O -3.021 4.690 2.215
O -1.200 6.376 2.870
H 6.454 5.924 4.942
H 7.611 5.394 3.704
H 6.288 6.521 3.261
H 3.795 2.701 2.881
H 3.743 3.240 4.584
H 1.947 3.968 2.246
H 1.846 4.825 3.826
H 1.817 1.793 3.370
H 1.397 2.601 4.904
H -0.642 0.557 4.341
H -0.273 0.421 2.627
H -2.755 -0.185 3.253
H -0.435 4.558 5.289
H -3.943 4.988 2.156
H -1.495 7.291 3.004
C 3.821 2.137 -0.034
O 2.539 1.591 -0.275
C 1.878 2.160 -1.399
C 1.077 1.125 -2.161
O 1.848 0.186 -2.885
C 2.553 -0.815 -2.162
C 1.682 -1.890 -1.546
O 0.946 -1.397 -0.430
C -0.354 -1.936 -0.321
H 3.720 3.128 0.427
H 4.342 1.472 0.656
H 4.416 2.216 -0.948
H 2.602 2.627 -2.073
H 1.188 2.937 -1.042
H 0.504 1.666 -2.918
H 0.354 0.628 -1.512
H 3.222 -0.376 -1.421
H 3.181 -1.305 -2.909
H 2.325 -2.705 -1.193
H 1.007 -2.286 -2.312
H -0.870 -1.946 -1.285
H -0.921 -1.296 0.359
H -0.324 -2.949 0.093
C -0.595 -5.367 -4.601
O -1.705 -4.709 -4.026
C -2.505 -4.016 -4.973
C -3.976 -4.146 -4.643
O -4.533 -5.434 -4.861
C -4.149 -6.488 -3.988
C -4.678 -6.372 -2.574
O -4.021 -5.327 -1.871
C -4.849 -4.626 -0.973
H 0.193 -4.651 -4.861
H -0.207 -6.071 -3.867
H -0.889 -5.928 -5.494
H -2.324 -4.396 -5.984
H -2.233 -2.952 -4.950
H -4.519 -3.485 -5.324
H -4.179 -3.794 -3.631
H -3.068 -6.629 -3.986
H -4.589 -7.387 -4.425
H -4.488 -7.317 -2.051
H -5.760 -6.201 -2.603
H -5.823 -4.399 -1.419
H -4.356 -3.682 -0.739
H -4.991 -5.195 -0.047
*
```

For the HOMO energy, the calculation gives -10.467 eV. Its strongest force on any atom is 1.435 eV/Å. The total energy is -74374.487 eV. The calculation puts the HOMO-LUMO gap at 6.751 eV.

(6)
The following is a quantum chemistry calculation of a structure of composition C19H44Al2BBrCaF6N2NaO13S3 in a non-equilibrium geometry, from the OMol25 dataset.

ORCA input file:
```
! RIJCOSX wB97M-V def2-TZVPD def2/J DEFGRID3
* xyz 1 1
C -1.716 -3.760 -1.124
C -1.754 -2.766 0.135
C -1.253 -1.310 -0.327
C -2.384 -0.377 -0.938
C -2.230 -0.426 -2.511
C -2.663 0.786 -3.258
C -1.981 2.114 -2.827
C -0.620 2.169 -2.051
C 0.786 1.603 -2.445
C 1.381 1.314 -0.990
C 2.635 0.436 -0.681
B 3.472 1.183 0.524
O 2.893 2.093 1.319
O 4.777 0.846 0.707
C 4.961 0.262 2.043
C 3.599 0.260 -1.828
O 3.251 -0.685 -2.794
C 3.192 -1.960 -2.159
C 2.148 -2.041 -1.066
N 2.191 -0.899 -0.093
H -0.725 -3.742 -1.549
H -2.422 -3.409 -1.902
H -2.018 -4.805 -0.784
H -2.788 -2.657 0.606
H -1.078 -3.128 0.894
H -0.798 -0.820 0.531
H -0.444 -1.495 -1.012
H -2.280 0.617 -0.542
H -3.371 -0.800 -0.606
H -2.807 -1.313 -2.973
H -1.192 -0.633 -2.723
H -2.368 0.546 -4.284
H -3.733 0.959 -3.288
H -2.645 2.572 -2.100
H -2.017 2.756 -3.699
H -0.478 3.239 -1.956
H -0.839 1.792 -1.063
H 1.326 2.418 -2.908
H 0.682 0.756 -3.117
H 1.552 2.307 -0.591
H 0.542 0.918 -0.433
H 2.094 1.701 1.729
H 5.485 0.962 2.677
H 5.533 -0.651 1.956
H 4.020 0.027 2.539
H 3.629 1.237 -2.324
H 4.621 0.027 -1.481
H 4.180 -2.252 -1.808
H 2.897 -2.665 -2.923
H 1.174 -2.188 -1.508
H 2.360 -2.944 -0.504
H 1.298 -0.826 0.402
H 2.877 -1.156 0.622
Br -2.859 -6.573 -0.591
Na -1.918 0.636 -6.100
N 0.642 -1.103 3.645
S 0.304 -0.706 5.170
O 0.442 0.669 5.491
O 0.648 -1.642 6.165
F -1.266 -0.856 5.082
S 2.158 -0.987 3.327
O 2.399 -1.021 1.866
O 3.073 -1.723 4.114
F 2.514 0.518 3.668
F -1.981 -2.921 7.614
Al -1.999 -1.715 8.808
F -1.298 -0.300 8.202
F -1.134 -2.241 10.162
F -3.611 -1.396 9.262
Al 5.924 1.565 -2.546
O -3.127 -0.154 -9.449
H -2.632 -0.489 -10.208
C -5.208 -1.297 12.105
O -6.399 -1.228 11.837
O -4.584 -2.335 12.424
O -4.405 -0.337 12.132
C -3.523 -3.408 -7.502
O -3.114 -2.050 -7.593
H -3.410 -3.739 -6.467
H -4.571 -3.516 -7.794
H -2.906 -4.043 -8.143
H -3.211 -1.723 -8.527
C 0.977 6.409 -1.179
S 1.062 5.128 0.080
O -0.068 5.335 0.999
C 2.541 5.747 0.890
H 0.088 6.233 -1.782
H 0.907 7.385 -0.701
H 1.864 6.360 -1.813
H 2.368 6.767 1.230
H 3.379 5.716 0.192
H 2.751 5.106 1.743
Ca -3.774 -2.263 -1.334
*
```

For the HOMO energy, the calculation gives -9.143 eV. Its strongest force on any atom is 6.767 eV/Å. The total energy is -205575.130 eV. The calculation puts the HOMO-LUMO gap at 2.392 eV.

Number 1 is which compound?
C19H42P2RuSi